# 1
A cluster of 2 separate species, C4H12 in total. Source: OMol25; level of theory: wB97M-V/def2-TZVPD.

The geometry in XYZ format:
```
16
C4H12 | OMol25 | wB97M-V/def2-TZVPD
C 0.94327 -0.51949 -1.07560
C 1.17373 -1.19727 -2.48208
H 1.69550 0.10652 -0.71607
H -0.09235 -0.17373 -1.01328
H 0.64601 -1.33909 -0.44119
H 0.58424 -1.95024 -2.78118
H 2.29263 -1.49884 -2.46777
H 1.21854 -0.36743 -3.25657
C -0.32519 0.89498 2.05345
C -1.75587 0.92709 1.48979
H 0.26492 -0.08582 1.91481
H 0.21921 1.62804 1.61998
H -0.30448 0.66327 3.09276
H -1.92426 0.24823 0.62508
H -2.45562 0.68202 2.26914
H -2.18027 1.98176 1.16872
```

Calculated values
- Calculated total energy: -159.5213 a.u.
- Gap between HOMO and LUMO: 12.07 eV
- HOMO energy: -10.93 eV
- Multiplicity: 1
- SMILES string: CC.CC
- ΔE to the lowest compared entry with this formula, charge and spin: 167.3 kJ/mol

---

# 2
A structure of composition C5H11N3. Source: OMol25; level of theory: wB97M-V/def2-TZVPD.

The geometry in XYZ format:
```
19
C5H11N3 | OMol25 | wB97M-V/def2-TZVPD
C 1.33487 0.84986 0.50293
C 1.44268 -1.70098 0.61845
C 1.22277 -0.48266 -0.22809
N 0.95151 1.96619 -0.35025
N 0.96749 -0.59372 -1.46353
H -0.05823 2.04184 -0.40836
H 1.31295 2.84652 -0.00950
H 0.99141 0.33416 -1.89834
H 2.37779 0.98336 0.80907
H 0.75705 0.76318 1.43521
H 0.58563 -1.84532 1.28181
H 1.55006 -2.58311 -0.00942
H 2.32135 -1.58993 1.25898
C -2.81998 -0.27476 -0.61757
C -1.90601 -0.37988 1.11298
N -2.15102 0.68175 0.66176
H -3.73503 -0.78107 -0.32806
H -2.09225 -0.85517 -1.17750
H -3.05304 0.61973 -1.19056
```

Calculated values
- Calculated total energy: -361.2712 a.u.
- Gap between HOMO and LUMO: 10.37 eV
- HOMO energy: -9.56 eV
- Multiplicity: 1
- ΔE to the lowest compared entry with this formula, charge and spin: 310.3 kJ/mol

---

# 3
A cluster of 3 separate species, C3N3O6 in total. Source: OMol25; level of theory: wB97M-V/def2-TZVPD.

The geometry in XYZ format:
```
12
C3N3O6 | OMol25 | wB97M-V/def2-TZVPD
C -1.69225 -0.22974 1.66594
C 2.39857 0.22963 1.44637
C -0.66932 0.08425 -0.68508
N -2.05855 -0.53044 2.70675
N -0.77762 -1.00369 -1.45139
N 0.16624 1.09846 -0.69896
O 2.98353 -0.32208 0.64409
O 1.83031 0.61685 2.35625
O -1.31248 -2.03387 -0.94536
O -0.48734 -1.01185 -2.62192
O -0.02449 2.05649 -0.03012
O 1.03257 0.95997 -1.60312
```

Calculated values
- Calculated total energy: -729.7477 a.u.
- Gap between HOMO and LUMO (spin up / spin down): 7.28 / 7.28 eV
- HOMO energy (spin up / spin down): -6.27 / -6.27 eV
- Multiplicity: 1
- Net charge: -1
- ΔE to the lowest compared entry with this formula, charge and spin: 510.3 kJ/mol

---

# 4
A cluster of 2 separate species, C4H8BBr2F2N2O2 in total. Source: OMol25; level of theory: wB97M-V/def2-TZVPD.

The geometry in XYZ format:
```
21
C4H8BBr2F2N2O2 | OMol25 | wB97M-V/def2-TZVPD
N -0.42592 0.13413 0.64174
B -1.82110 -0.40093 0.24243
N -2.97551 0.42116 0.97556
C -4.20005 -0.18246 0.68658
O -4.82230 -0.24388 -0.33535
F -4.70176 -0.77529 1.79097
C -3.00236 1.76178 0.60709
O -3.29876 2.29994 -0.41656
F -2.57202 2.53096 1.63360
H 0.21023 -0.18384 -0.07834
H -0.36361 1.14775 0.59017
H -2.00439 -0.44569 -0.97326
H -1.93306 -1.56022 0.64373
Br 5.13246 1.01430 -1.86648
C 4.43051 -0.04747 -0.39111
C 3.68132 -1.25800 -0.87800
Br 1.92157 -0.79101 -1.55216
H 3.80711 0.61299 0.20163
H 5.30203 -0.34386 0.18821
H 3.49954 -1.94216 -0.05199
H 4.20271 -1.77990 -1.67351
```

Calculated values
- Calculated total energy: -5789.9303 a.u.
- Gap between HOMO and LUMO: 6.54 eV
- HOMO energy: -4.11 eV
- Multiplicity: 1
- Net charge: -1
- ΔE to the lowest compared entry with this formula, charge and spin: 0.0 kJ/mol

---

# 5
A cluster of 3 separate species, C4H10O2 in total. Source: OMol25; level of theory: wB97M-V/def2-TZVPD.

The geometry in XYZ format:
```
16
C4H10O2 | OMol25 | wB97M-V/def2-TZVPD
C -0.66682 -0.68985 1.36683
C -0.82794 -2.06012 1.22923
C 0.31510 -2.88673 1.72501
C 0.88361 -3.85994 0.95507
H 0.20278 -0.14949 1.69657
H -1.34696 -0.07058 0.98477
H -1.46107 -2.59050 0.60057
H 0.73017 -2.64283 2.72287
H 1.85987 -4.23049 1.15491
H 0.47089 -4.37884 0.13183
O -3.41290 2.56804 -0.70171
H -3.18369 2.82653 0.29257
H -2.49661 2.81058 -0.94947
O 3.52656 4.45052 -3.20635
H 3.12748 5.25672 -3.19458
H 2.96415 4.00035 -3.83244
```

Calculated values
- Calculated total energy: -308.7750 a.u.
- Gap between HOMO and LUMO: 9.35 eV
- HOMO energy: -8.79 eV
- Multiplicity: 1
- SMILES string: C=CC=C.O.O
- ΔE to the lowest compared entry with this formula, charge and spin: 323.4 kJ/mol

---

# 6
A structure of composition C37H43O3SiV. Source: OMol25; level of theory: wB97M-V/def2-TZVPD.

The geometry in XYZ format:
```
85
C37H43O3SiV | OMol25 | wB97M-V/def2-TZVPD
O -0.55062 0.90067 -2.49346
C 0.52154 0.43155 -3.35960
C 0.00214 1.25853 -4.53412
H 0.45516 -0.65068 -3.52301
H 1.49560 0.75495 -2.97237
C -1.11959 1.69469 -3.57486
H -0.29577 0.63472 -5.37580
H 0.70232 2.04319 -4.84194
C -2.50733 1.16091 -3.86890
H -2.48116 0.08724 -4.06932
H -2.95322 1.66514 -4.72992
H -3.14190 1.35770 -2.99693
C -1.13651 3.16644 -3.21897
H -0.12331 3.56678 -3.14039
H -1.65243 3.29394 -2.25878
H -1.68199 3.73032 -3.98170
V -0.42566 0.92249 0.80191
C 0.49028 2.78225 1.75578
C 1.56343 1.84469 1.62869
C 1.79103 1.60837 0.23964
H 2.14691 1.43195 2.44954
C 0.90904 2.45747 -0.49805
C 0.08373 3.15990 0.42950
H -0.65946 3.91501 0.17288
H 0.15470 3.22364 2.69148
H 2.56957 0.97028 -0.17886
H 0.99699 2.66677 -1.55691
C -2.36487 0.62723 2.01954
C -2.38028 1.90529 1.38023
C -2.44550 1.68223 -0.03844
H -2.40435 2.86733 1.88906
C -2.46207 0.26871 -0.27069
C -2.40977 -0.37769 0.99595
H -2.47156 -1.44885 1.15925
H -2.43855 0.45214 3.08975
H -2.61587 2.44083 -0.79169
H -2.61248 -0.23321 -1.22257
O 0.23297 -0.20014 -6.92140
C -0.33576 0.70042 -7.91530
C -0.02013 0.19387 -9.33282
H 0.08255 1.70621 -7.74966
H -1.41642 0.77335 -7.71587
C 1.04910 -0.90444 -9.11890
H 0.32930 1.00987 -9.97043
H -0.92460 -0.24913 -9.76181
C 0.91007 -1.27482 -7.62978
H 2.04416 -0.48305 -9.30383
H 0.89639 -1.77216 -9.76569
H 1.87538 -1.45994 -7.13786
H 0.30661 -2.19127 -7.52137
O 0.28213 -0.58120 1.74178
Si 0.51282 -1.16374 3.23488
C -1.03791 -1.90463 3.96125
C -1.74503 -2.84784 3.20329
C -2.91553 -3.42427 3.71468
C -3.37998 -3.06652 4.98660
C -2.67112 -2.12789 5.74486
C -1.49214 -1.55887 5.23813
C 1.80292 -2.50658 3.30598
C 1.64988 -3.59945 4.17143
C 2.69719 -4.52023 4.33945
C 3.89647 -4.35626 3.63399
C 4.02920 -3.29273 2.72867
C 2.97583 -2.38222 2.54740
C 1.03711 0.19362 4.42230
C 0.16093 1.23446 4.75515
C 0.59291 2.29482 5.56346
C 1.89734 2.30426 6.06968
C 2.76679 1.25529 5.75628
C 2.33522 0.19596 4.94607
H -1.38447 -3.13014 2.20867
H -3.45674 -4.15175 3.10782
H -4.29624 -3.51288 5.38093
H -3.02295 -1.83140 6.73328
H -0.92411 -0.84908 5.84403
H 0.71841 -3.72415 4.72996
H 2.57701 -5.35401 5.03377
H 4.72573 -5.05416 3.78590
H 4.95750 -3.15875 2.17177
H 3.07453 -1.56429 1.82742
H -0.87243 1.21838 4.39562
H -0.10039 3.10409 5.79779
H 2.23421 3.13282 6.69681
H 3.78853 1.25150 6.13628
H 3.00849 -0.63389 4.72351
```

Calculated values
- Calculated total energy: -2894.9255 a.u.
- Gap between HOMO and LUMO (spin up / spin down): 7.97 / 8.45 eV
- HOMO energy (spin up / spin down): -7.35 / -7.84 eV
- Multiplicity: 3
- ΔE to the lowest compared entry with this formula, charge and spin: 0.0 kJ/mol